This record from the OMol25 dataset describes a molecular structure, C32H32BN11O2W. The level of theory is the ωB97M-V functional and the def2-TZVPD basis.

CARTESIAN COORDINATES (ANGSTROEM)
W: 0.99042 -1.50988 0.69340
C: 2.62162 -3.12857 3.32534
C: 1.70972 -3.97178 2.50195
C: 1.39108 -5.31031 2.61160
C: 0.49736 -5.57861 1.58416
N: 0.28860 -4.46072 0.88149
N: 1.03653 -3.45295 1.44262
B: -0.62170 -4.08760 -0.32673
N: -1.55614 -2.91164 0.16973
C: -2.87322 -2.93810 0.39060
C: -3.25320 -1.77025 1.03347
C: -2.08729 -1.04350 1.21285
C: -1.88222 0.27260 1.88292
N: -1.06273 -1.74216 0.67500
N: 0.32548 -3.47812 -1.42474
C: 0.68478 -3.98374 -2.60760
C: 1.69777 -3.20684 -3.14751
C: 1.94881 -2.21355 -2.21505
C: 2.95526 -1.11425 -2.24909
N: 1.10176 -2.38426 -1.17333
N: -1.43554 -5.18015 -0.89466
C: -2.28374 -5.10637 -1.96674
C: -2.84259 -6.33721 -2.13627
C: -2.28297 -7.14283 -1.11038
C: -2.54471 -8.58580 -0.83153
N: -1.44496 -6.44211 -0.37218
H: 3.00660 -3.70511 4.16254
H: 3.47903 -2.78347 2.74353
H: 2.10149 -2.26087 3.73837
H: 1.76021 -6.00656 3.34450
H: -0.01666 -6.48012 1.29313
H: -3.45844 -3.79043 0.08391
H: -4.24540 -1.49686 1.34844
H: -2.43066 0.29992 2.82312
H: -0.82941 0.45844 2.10733
H: -2.25131 1.08917 1.26042
H: 0.20262 -4.86912 -2.99031
H: 2.19899 -3.35698 -4.08814
H: 3.91467 -1.49789 -2.59231
H: 2.64989 -0.32719 -2.94043
H: 3.11086 -0.66775 -1.26435
H: -2.42100 -4.18909 -2.51907
H: -3.55381 -6.63628 -2.88699
H: -3.27033 -8.98704 -1.53478
H: -1.62767 -9.16766 -0.91725
H: -2.93398 -8.71995 0.17700
C: -2.30804 10.05540 1.44890
O: -1.73244 9.75923 0.14954
C: -0.93332 8.76148 -0.03313
C: -0.42656 8.62065 -1.35776
C: 0.44904 7.63049 -1.63525
C: 0.83462 6.70368 -0.61057
C: 0.31878 6.85120 0.71951
C: -0.54536 7.85289 1.00491
N: 1.73502 5.79704 -0.94748
N: 2.29680 4.94805 -0.25531
C: 2.14951 3.70886 0.22478
C: 3.00178 3.31236 1.26586
C: 3.01063 2.00321 1.76214
C: 2.19125 1.08177 1.17300
O: 2.11765 -0.24374 1.51119
C: 1.32622 1.43647 0.11673
N: 0.58773 0.40203 -0.37507
C: -0.22899 0.63561 -1.39041
C: -0.34492 1.90512 -1.96772
C: 0.39920 2.95250 -1.47492
C: 1.26609 2.73746 -0.38926
H: -2.93416 10.92374 1.28408
H: -1.51499 10.29178 2.15541
H: -2.91033 9.21433 1.78594
H: -0.74159 9.33952 -2.10117
H: 0.87913 7.51593 -2.62144
H: 0.65406 6.17885 1.49910
H: -0.91686 7.98733 2.00959
H: 3.67592 4.04799 1.68207
H: 3.67508 1.72461 2.56870
H: -0.80180 -0.20555 -1.76141
H: -1.01506 2.04363 -2.80378
H: 0.32204 3.92962 -1.93474

Summary:
- frontier orbital gap (spin up / spin down) (eV) = 6.113 / 5.805
- 2S+1 = 4
- highest occupied orbital energy (spin up / spin down) (eV) = -15.44 / -15.44
- total energy (Eh) = -2082.52682
- maximum force (eV/Å) = 0.969
- total charge = +3
- ⟨S²⟩ = 3.85
- LUMO energy (spin up / spin down) (eV) = -9.327 / -9.638

Atomic partial charges in e from the Mulliken method, atoms 1 to 6: 1.277, -1.310, 1.047, -1.656, 0.310, 0.397

This record from the OMol25 dataset describes 3 unconnected molecules or ions with the total composition C4H7NO. The level of theory is the ωB97M-V functional and the def2-TZVPD basis.

CARTESIAN COORDINATES (ANGSTROEM)
C: 0.11891 0.57016 -1.60060
C: 0.50192 1.56702 -0.80396
C: 1.19468 1.32036 0.43168
N: 1.74521 1.11069 1.42981
H: -0.41530 0.77137 -2.52287
H: 0.30687 -0.46946 -1.35423
H: 0.29780 2.60612 -1.04280
H: -2.09551 -0.26228 0.78272
H: -2.25881 0.44234 0.96360
C: 0.15552 -1.91432 0.94004
O: -0.80244 -2.15759 0.24546
H: 1.11894 -2.44123 0.79999
H: 0.13219 -1.14317 1.73116

Summary:
- frontier orbital gap (eV) = 10.640
- structure (SMILES) = C=CC#N.[H][H].C=O
- highest occupied orbital energy (eV) = -10.35
- total energy (Eh) = -286.50534
- maximum force (eV/Å) = 1.137
- total charge = 0
- LUMO energy (eV) = 0.288

Atomic partial charges in e from the Mulliken method, atoms 1 to 6: -0.549, -0.052, 0.307, -0.412, 0.253, 0.166

This record from the OMol25 dataset describes 8 unconnected molecules or ions with the total composition C16H28BNO32S6. The level of theory is the ωB97M-V functional and the def2-TZVPD basis.

CARTESIAN COORDINATES (ANGSTROEM)
N: 0.29835 -0.02453 0.74050
H: 0.88398 -0.50738 0.07417
H: 0.69446 -0.13566 1.66292
H: -0.67824 -0.21111 0.56288
H: 0.37912 0.94487 0.46876
O: 2.88739 3.91061 -2.73899
C: 3.03997 3.84831 -3.99727
O: 3.31018 4.90519 -4.67579
B: 3.52305 4.49618 -6.09428
O: 3.49176 2.98934 -6.10846
C: 3.16603 2.50456 -4.90664
O: 3.10659 1.35913 -4.46414
O: 2.47806 5.09308 -6.92259
C: 3.06667 6.01102 -7.67459
O: 2.49694 6.76354 -8.41583
C: 4.61715 5.94332 -7.53513
O: 4.82014 4.95918 -6.69140
O: 5.35912 6.76829 -7.98761
C: -5.03234 -8.07442 3.57154
C: -5.29230 -7.98745 2.05078
O: -5.77082 -6.74214 1.85464
S: -4.97616 -5.65942 2.81740
O: -6.02197 -4.61702 3.18323
O: -3.62724 -5.22458 2.31448
O: -4.80820 -6.74289 4.06309
H: -4.06315 -8.50563 3.82218
H: -5.89965 -8.63342 3.92281
H: -5.93363 -8.68825 1.51629
H: -4.37356 -8.06023 1.46876
C: -5.46324 -3.16937 -3.89725
C: -3.99645 -3.67966 -3.86983
O: -3.33753 -2.82274 -4.82991
S: -3.78664 -1.25365 -4.53049
O: -3.66711 -0.50489 -5.82105
O: -3.24680 -0.63548 -3.31409
O: -5.42251 -1.81385 -4.30431
H: -5.92013 -3.12224 -2.90875
H: -6.17493 -3.71783 -4.51434
H: -3.97112 -4.73205 -4.15252
H: -3.70206 -3.60881 -2.82273
C: 1.22177 7.71985 2.93873
C: -0.12032 7.46374 2.26042
O: -0.49848 6.19702 2.58631
S: -0.03186 5.72024 4.14319
O: 0.21264 4.33015 4.33418
O: -0.85587 6.41980 5.21004
O: 1.37043 6.56628 3.89503
H: 1.35753 8.73565 3.30998
H: 1.83441 7.56542 2.05051
H: -0.08424 7.51886 1.17242
H: -0.69130 8.35872 2.50765
C: 9.40435 1.90404 2.55767
C: 9.59432 0.55978 3.22683
O: 8.53397 0.39584 4.10433
S: 7.20543 1.29519 3.74433
O: 6.81215 2.14269 4.84608
O: 6.17342 0.49024 3.14539
O: 8.02084 2.20109 2.58112
H: 9.85357 2.06552 1.57777
H: 9.99214 2.76533 2.87513
H: 10.51166 0.41400 3.79719
H: 9.59054 -0.30154 2.55883
C: 2.98663 -8.89493 1.56522
C: 1.74216 -8.97026 2.45160
O: 1.06248 -7.64640 2.53841
S: 1.82452 -6.42810 1.63409
O: 2.14305 -5.25570 2.41882
O: 1.20925 -6.32183 0.29004
O: 3.20952 -7.41582 1.50283
H: 2.85148 -9.19830 0.52704
H: 3.75988 -9.43650 2.11011
H: 2.08421 -9.34432 3.41658
H: 1.06875 -9.75214 2.10048
C: -5.45747 5.13924 -0.50138
C: -6.74447 4.39404 -0.97524
O: -6.72906 3.23313 -0.21053
S: -5.80022 3.34653 1.14406
O: -4.63600 2.49114 0.97245
O: -6.76618 3.14293 2.28996
O: -5.50455 4.93877 0.83414
H: -5.42151 6.19397 -0.77404
H: -4.50039 4.70736 -0.79395
H: -6.57805 3.95084 -1.95707
H: -7.66432 4.97651 -0.92321

Summary:
- frontier orbital gap (eV) = 6.321
- highest occupied orbital energy (eV) = -8.36
- total energy (Eh) = -5502.63191
- maximum force (eV/Å) = 5.615
- total charge = 0
- LUMO energy (eV) = -2.037

Atomic partial charges in e from the Mulliken method, atoms 1 to 6: -0.502, 0.381, 0.375, 0.371, 0.374, -0.720

Per-record energy relative to the best compared isomer or geometry (same formula, charge and spin), kcal/mol: 0.0; 79.3; 243.2